46
Properties=species:S:1:pos:R:3:forces:R:3 method="wB97M-V/def2-TZVPD" total_charge=+1 mol_weight_da=312.41 lumo_ev=-5.11 e_tot_ev=-27356.47208 multiplicity=1
F 0.880 -2.751 -5.606 0.428 0.700 1.161
O -0.786 0.493 4.988 0.617 0.486 -0.390
N 0.174 1.286 2.595 -0.614 0.144 0.067
C -2.263 0.511 -1.113 0.562 -0.363 -0.051
C -2.087 -1.724 -2.076 0.237 0.495 0.020
C -1.418 -0.573 -1.528 -1.506 -0.772 0.019
C 2.691 -2.386 -4.116 -0.329 0.331 0.508
C -3.452 -1.716 -2.325 -0.104 -0.053 0.044
C 0.449 -1.564 -3.596 0.188 -0.070 0.603
C -4.236 -0.606 -1.974 0.643 0.025 0.109
C 1.080 0.672 0.345 1.618 3.544 6.967
C 0.264 1.460 1.287 2.051 -1.174 -1.290
C 0.962 0.254 3.285 -0.086 -0.308 -0.168
C 1.343 -2.219 -4.424 -0.328 -0.339 -0.738
C 2.260 -1.297 -1.981 -0.584 0.282 0.057
C -0.982 1.888 4.753 0.011 -0.555 0.697
C -3.631 0.493 -1.347 -0.041 0.017 -0.024
C 2.168 1.551 -0.282 -0.319 0.318 -0.713
C 0.579 0.130 4.756 -0.561 0.168 0.486
C 3.134 -1.890 -2.880 0.007 -0.130 -0.068
C 0.870 -1.097 -2.291 1.109 -1.382 -1.285
C -0.011 -0.479 -1.388 -2.456 -1.299 -4.141
C -0.598 2.313 3.342 -0.099 -0.006 -0.327
H 4.189 -1.982 -2.618 -0.328 -0.060 -0.037
H -5.307 -0.604 -2.177 0.305 -0.008 0.083
H -0.276 2.335 0.909 0.284 -0.122 0.104
H 1.269 0.756 5.357 -0.436 -0.259 0.037
H -2.054 2.056 4.921 0.418 0.109 0.064
H 3.363 -2.888 -4.809 -0.181 0.152 0.114
H 1.832 1.948 -1.247 0.153 0.080 -0.076
H 0.794 -0.721 2.804 -0.030 0.451 -0.014
H -0.007 3.238 3.409 -0.107 -0.234 -0.205
H 3.078 0.973 -0.466 -0.180 0.143 0.043
H -1.496 -2.611 -2.312 -0.250 0.246 0.137
H -0.382 2.484 5.467 -0.343 -0.342 -0.040
H 2.441 2.405 0.354 -0.015 -0.274 -0.261
H -1.513 2.526 2.775 0.350 -0.074 0.002
H 2.036 0.491 3.220 -0.239 -0.050 -0.212
H -0.578 -1.425 -3.925 0.340 0.048 -0.052
H 0.633 -0.921 5.073 0.297 0.423 -0.058
H -1.795 1.380 -0.645 -0.203 -0.217 -0.190
H 2.621 -0.994 -0.998 -0.067 -0.132 -0.360
H 0.373 0.218 -0.543 -0.328 -0.056 -0.579
H -3.919 -2.582 -2.800 0.148 0.264 0.233
H 1.545 -0.175 0.869 -0.226 0.102 -0.145
H -4.240 1.345 -1.039 0.193 -0.250 -0.131